Entry from the OMol25 dataset: a single C25H33N3O6S molecule (ωB97M-V/def2-TZVPD).

Geometry as XYZ:
```
68
C25H33N3O6S (ωB97M-V/def2-TZVPD)
H 3.277 0.562 -0.270
H -5.352 -0.406 -1.441
C 4.130 -1.029 -3.379
C 0.147 1.015 -1.871
H -0.090 -1.675 -3.889
C -1.542 0.725 3.312
C 4.732 -1.523 2.603
H -3.330 1.220 0.798
H -1.278 0.163 4.220
H -3.288 2.464 -1.417
H -0.648 -1.666 2.822
H 5.775 -2.634 1.090
H 3.421 0.840 4.477
C -4.228 1.599 0.315
H 3.938 -0.782 5.002
O 5.357 -2.558 -1.467
C 3.698 -0.045 0.513
H -3.765 -1.337 0.258
H -6.170 1.510 -1.614
C 3.327 0.226 1.811
N 1.942 -0.169 -2.925
C -0.395 -0.877 -3.232
C -1.187 1.178 -1.558
S 2.106 1.521 2.016
O 2.123 -1.959 -4.341
O 2.448 2.395 3.098
H -4.459 2.582 0.718
C -0.337 1.543 2.854
C 4.574 -1.091 0.239
C -2.169 0.316 -2.067
C 3.819 -0.507 2.886
H -4.430 -1.165 -2.729
C -5.319 2.122 -1.903
N -3.508 0.458 -1.773
C -3.855 -1.770 -0.735
H 0.067 0.251 0.538
H -2.437 -1.389 -3.358
C 4.837 -1.517 -1.160
H 1.128 -0.987 1.262
H -4.556 -2.601 -0.694
H 4.583 -2.006 -3.565
C -0.921 -1.049 1.953
H -5.051 0.930 0.556
C -1.726 -0.710 -2.917
C -4.351 -0.720 -1.731
H -2.393 1.376 3.518
N 0.743 0.635 2.498
C 2.606 -1.118 -3.617
H 2.511 0.487 -2.406
H 5.144 -2.099 3.418
H 0.030 2.191 3.650
H 4.571 -0.284 -4.047
C 3.355 -0.226 4.273
H -1.446 1.977 -0.883
O 4.364 -0.616 -2.036
H 0.873 1.686 -1.433
H -1.311 -1.685 1.158
C 0.563 -0.020 -2.702
H -5.545 3.151 -1.637
H 2.304 -0.500 4.367
H -5.197 2.062 -2.982
C -4.027 1.687 -1.202
O -1.959 -0.167 2.303
H -0.616 2.158 1.986
C 5.096 -1.823 1.304
C 0.313 -0.289 1.462
H -2.882 -2.152 -1.034
O 1.869 2.122 0.731
```

net charge = 0
energy relative to the best compared isomer or geometry (same formula, charge and spin) = 0.769 eV
LUMO level = -0.0032 Ha
SMILES = CCN(c1ccc(NC(=O)COC(=O)c2ccc(C)c(S(=O)(=O)N3CCOCC3)c2)cc1)C(C)C
highest occupied orbital energy = -0.26519 Eh
frontier orbital gap = 7.129 eV